Below is a structure of composition C12H33N3O10PS2, with properties calculated with wB97M-V/def2-TZVPD.

```
61
C12H33N3O10PS2, DFT wB97M-V/def2-TZVPD
C -0.87220 -3.28852 3.62065
C -1.71176 -2.03682 3.86518
C -1.33631 -0.88994 2.94266
O -1.50366 0.37189 3.58008
C -2.49026 1.20465 3.06951
S -3.99221 1.16388 4.12823
O -3.98442 2.43278 4.81526
O -3.89258 -0.00353 4.98499
N -5.29850 1.14788 3.15681
S -5.48998 -0.20257 2.36040
O -6.28566 -0.00401 1.17830
O -4.26456 -0.97675 2.15500
P -6.67489 -1.55366 3.55095
O -8.10700 -1.27251 3.63631
O -5.99791 -1.66529 4.97855
O -6.37203 -2.91663 2.75613
H -1.31707 -4.12214 4.16661
H 0.13248 -3.16410 4.02149
H -0.84441 -3.58277 2.57268
H -1.55258 -1.69100 4.88550
H -2.76857 -2.28280 3.77289
H -0.26697 -0.97525 2.72025
H -1.86640 -0.92579 1.99395
H -2.74540 0.99391 2.03780
H -2.12553 2.22523 3.14996
H -5.06331 -1.37664 4.95457
H -5.46363 -2.86660 2.41991
C 0.54145 -0.17643 -0.83801
C -0.84642 0.33176 -1.22064
C -0.85482 1.25857 -2.44321
O -0.37803 2.56875 -2.21071
C 1.03144 2.69623 -2.19052
N -1.46347 0.94324 -0.04165
H 1.11610 0.57754 -0.30112
H 0.45032 -1.03938 -0.17793
H 1.11387 -0.47774 -1.71807
H -1.45032 -0.54000 -1.49133
H -1.89163 1.38293 -2.76587
H -0.30585 0.80301 -3.28022
H 1.51049 2.01371 -2.89725
H 1.43287 2.51738 -1.19018
H 1.27324 3.72245 -2.47002
H -2.43066 1.17447 -0.25663
H -1.01554 1.84551 0.10198
C 5.60829 1.24854 -2.49480
C 4.96814 -0.03360 -3.01854
C 5.80208 -0.76240 -4.07993
O 5.78745 -0.17194 -5.36459
C 6.65844 0.92775 -5.54005
N 3.61304 0.27163 -3.48398
H 5.48943 2.07632 -3.19359
H 5.13254 1.54693 -1.56127
H 6.67408 1.11130 -2.30173
H 4.87793 -0.72138 -2.17243
H 5.37467 -1.75855 -4.21916
H 6.83773 -0.89927 -3.73919
H 7.58588 0.79678 -4.97419
H 6.18663 1.86936 -5.24977
H 6.90147 0.98426 -6.60086
H 3.13265 -0.59272 -3.71789
H 3.69182 0.76208 -4.37130
```

## Properties
- maximum force (eV Å⁻¹) = 1.0
- net charge = -1
- LUMO level (Eh) = 0.0678
- highest occupied orbital energy (eV) = -6.319